{"formula": "C2H4O2Si", "method": "ωB97M-V/def2-TZVPD", "symbols": ["C", "C", "O", "O", "Si", "H", "H", "H", "H"], "xyz": [[-1.23805, -0.68358, 0.64875], [-1.64140, -0.24661, -0.58968], [1.96233, -0.30612, -0.37221], [0.37190, 2.10854, 0.46653], [-0.50425, 0.92682, 0.10276], [-1.19672, -1.63546, 1.25887], [-2.09262, -0.53114, -1.56938], [2.15583, -0.21379, 0.61887], [2.18298, 0.58134, -0.56450]], "mulliken_charge": [-0.312, -0.284, -0.668, -0.684, 0.620, 0.308, 0.332, 0.357, 0.330], "smiles": "O=[si]1cc1.O", "gap_ha": 0.35266, "relative_energy_ev": 3.025}

=====

{"formula": "C33H69BN3O6", "method": "ωB97M-V/def2-TZVPD", "symbols": ["C", "C", "C", "C", "N", "B", "C", "C", "C", "C", "O", "C", "C", "O", "C", "O", "C", "C", "C", "C", "O", "H", "H", "H", "H", "H", "H", "H", "H", "H", "H", "H", "H", "H", "H", "H", "H", "H", "H", "H", "H", "H", "H", "H", "H", "H", "H", "H", "H", "H", "H", "H", "H", "H", "C", "C", "C", "C", "C", "C", "N", "O", "C", "C", "C", "H", "H", "H", "H", "H", "H", "H", "H", "H", "H", "H", "H", "H", "H", "H", "H", "H", "H", "C", "C", "C", "C", "C", "C", "N", "O", "C", "C", "C", "H", "H", "H", "H", "H", "H", "H", "H", "H", "H", "H", "H", "H", "H", "H", "H", "H", "H"], "xyz": [[-8.31612, 1.76531, 0.01708], [-6.80500, 1.56503, -0.03129], [-6.30246, 0.48484, 0.92075], [-4.77725, 0.26611, 0.85730], [-4.37635, -1.12400, 0.86852], [-3.20589, -1.59830, -0.05353], [-2.87637, -3.14517, 0.38955], [-1.70592, -3.87863, -0.27344], [-1.99801, -4.28495, -1.73064], [-1.09154, -3.67376, -2.77324], [0.28990, -3.87616, -2.39688], [1.27329, -3.05536, -2.76203], [0.95996, -1.58659, -2.91401], [2.38989, -3.48417, -2.85663], [-3.74501, -1.50660, -1.60558], [-4.76175, -2.48331, -1.93559], [-6.02474, -1.94687, -2.18792], [-1.83434, -0.65620, -0.01400], [-0.95769, -0.66804, 1.22524], [-1.68073, -0.44154, 2.53983], [0.05969, 0.38461, 1.17390], [-8.82253, 0.79539, 0.01707], [-8.62618, 2.29347, 0.92290], [-8.68320, 2.33424, -0.84073], [-6.30024, 2.51221, 0.19596], [-6.50548, 1.28643, -1.04866], [-6.78164, -0.46757, 0.67359], [-6.59893, 0.75138, 1.94408], [-4.31964, 0.84919, 1.67466], [-4.40349, 0.72811, -0.06614], [-4.26807, -1.44355, 1.82331], [-2.68559, -3.14054, 1.47623], [-3.78073, -3.75583, 0.25289], [-0.79214, -3.27245, -0.23374], [-1.46992, -4.79224, 0.28381], [-1.94839, -5.37274, -1.84546], [-3.01937, -3.98701, -1.98856], [-1.22453, -4.17620, -3.73650], [-1.30685, -2.61342, -2.90783], [0.12030, -1.38764, -3.57702], [0.69272, -1.18253, -1.93398], [1.84673, -1.08531, -3.29388], [-4.14793, -0.50250, -1.81884], [-2.93632, -1.65188, -2.34240], [-6.52939, -1.64475, -1.25955], [-6.63257, -2.70729, -2.68695], [-5.96703, -1.06375, -2.84450], [-1.20113, -1.00082, -0.85290], [-2.05231, 0.40227, -0.22866], [-0.41600, -1.62277, 1.28466], [-0.94366, -0.30428, 3.33628], [-2.30383, -1.29770, 2.79633], [-2.30249, 0.45564, 2.49614], [0.77245, 0.06516, 0.61048], [-1.78460, 5.01605, 7.17257], [-1.75450, 3.70909, 6.37791], [-0.37222, 3.04702, 6.43624], [0.68585, 3.79205, 5.62693], [0.24205, 3.96792, 4.17675], [-1.12935, 4.64193, 4.03388], [-2.10111, 3.91867, 4.93035], [-2.62069, 2.89424, 4.37993], [-1.05531, 6.13648, 4.35654], [-1.63186, 4.49682, 2.59999], [-2.80832, 2.78169, 6.97484], [-1.74229, 4.77119, 8.23505], [-0.95152, 5.67872, 6.96309], [-2.71319, 5.55680, 6.98393], [-0.46639, 2.02958, 6.04545], [-0.07492, 2.96502, 7.48599], [0.90715, 4.76135, 6.08427], [1.61894, 3.22552, 5.64862], [0.97082, 4.56409, 3.62019], [0.19395, 2.98787, 3.69339], [-2.05605, 6.55273, 4.48153], [-0.57827, 6.64457, 3.51756], [-0.47134, 6.36680, 5.24280], [-1.63824, 3.46063, 2.27587], [-0.96863, 5.06668, 1.94557], [-2.64388, 4.89191, 2.50251], [-3.80632, 3.20544, 6.85699], [-2.60120, 2.66364, 8.04090], [-2.79743, 1.80545, 6.50020], [5.20548, -1.66931, -3.20476], [5.72386, -1.88505, -4.62660], [6.15524, -3.34180, -4.83833], [7.44287, -3.69651, -4.09978], [8.57616, -2.74664, -4.48111], [8.22214, -1.26471, -4.29044], [6.90235, -1.01202, -4.96304], [6.99839, -0.71121, -6.19915], [8.19338, -0.88802, -2.80656], [9.26505, -0.38281, -4.97000], [4.58872, -1.52864, -5.58037], [4.25193, -2.19136, -3.13242], [5.84909, -2.07399, -2.43058], [5.05074, -0.60757, -3.00413], [6.30158, -3.50578, -5.91086], [5.33229, -3.98568, -4.51815], [7.27801, -3.68374, -3.01935], [7.73300, -4.71909, -4.34983], [9.47361, -2.95868, -3.89224], [8.83602, -2.90391, -5.53260], [7.71642, 0.08271, -2.66622], [9.22179, -0.81858, -2.44897], [7.68384, -1.61377, -2.18191], [9.39216, -0.64348, -6.01630], [10.21723, -0.51460, -4.45141], [8.97868, 0.66780, -4.91334], [4.33156, -0.47204, -5.49487], [3.71746, -2.12511, -5.30289], [4.84851, -1.73307, -6.61509]], "mulliken_charge": [-1.345, -0.130, -0.818, -0.260, -0.012, 0.368, -1.120, -0.271, -0.789, -0.119, -0.305, 0.705, -0.581, -0.616, -1.176, -0.381, -0.639, 1.081, 0.758, -1.213, -0.525, 0.317, 0.313, 0.381, 0.290, 0.240, 0.283, 0.347, -0.093, 0.173, 0.237, 0.289, 0.387, -0.006, 0.416, 0.491, 0.249, 0.281, -0.049, 0.420, 0.031, 0.222, 0.620, 0.025, 0.079, 0.295, 0.278, -1.410, 0.256, 0.083, 0.466, 0.277, -0.112, 0.283, -1.671, 1.673, -1.235, -0.463, -1.186, 1.796, 0.400, -0.501, -1.833, -1.717, -1.870, 0.448, 0.266, 0.356, 0.324, 0.392, 0.312, 0.394, 0.408, 0.263, 0.357, 0.475, 0.278, 0.212, 0.427, 0.462, 0.453, 0.426, 0.350, -1.322, 1.787, -1.333, -0.438, -1.282, 1.626, 0.477, -0.643, -1.704, -1.856, -1.845, 0.162, 0.155, 0.408, 0.409, 0.359, 0.303, 0.403, 0.368, 0.379, 0.359, 0.467, 0.289, 0.386, 0.422, 0.440, 0.475, 0.378, 0.408], "s_squared": 2.008, "gap_ha": [0.22858, 0.22827], "charge": -1, "spin_multiplicity": 3}

=====

{"formula": "C4H7P", "method": "ωB97M-V/def2-TZVPD", "symbols": ["C", "C", "C", "C", "P", "H", "H", "H", "H", "H", "H", "H"], "xyz": [[-0.31909, 1.26306, -2.37943], [0.00312, 0.60557, -1.41178], [-1.36498, -0.77675, 0.78201], [1.46809, -0.04471, 0.80921], [0.24975, -0.77970, -0.35785], [-0.38355, 1.62323, -3.35613], [-2.12758, -0.47686, 0.11020], [-0.92648, -0.09038, 1.59087], [-1.84526, -1.74582, 1.17643], [1.17370, -0.33794, 1.73579], [1.61636, 1.06196, 0.86246], [2.45594, -0.30167, 0.43820]], "mulliken_charge": [0.240, -0.619, -0.918, -1.099, 0.100, 0.395, 0.315, 0.262, 0.273, 0.377, 0.340, 0.335], "smiles": "C#CP(C)C", "gap_ha": 0.35101, "relative_energy_ev": 2.184}

=====

{"formula": "C12H22BF8NO12S2Zr", "method": "ωB97M-V/def2-TZVPD", "symbols": ["Zr", "N", "S", "O", "O", "F", "S", "O", "O", "F", "B", "H", "H", "H", "H", "O", "C", "C", "O", "H", "H", "H", "H", "O", "C", "C", "O", "H", "H", "H", "H", "C", "C", "O", "C", "O", "C", "F", "F", "F", "H", "H", "H", "H", "H", "C", "C", "O", "C", "O", "C", "F", "F", "F", "H", "H", "H", "H", "H"], "xyz": [[1.44424, 3.99934, 4.54576], [2.87024, 6.93968, 1.59316], [3.90486, 7.19942, 0.43927], [3.38155, 7.32693, -0.86738], [5.30927, 6.86063, 0.72897], [3.86298, 8.77131, 0.87962], [2.60578, 5.29746, 0.98956], [1.95179, 4.54373, 2.11067], [3.48802, 4.52554, 0.11506], [1.30870, 5.57257, 0.07195], [0.85304, 4.81913, 6.57807], [0.81335, 5.65025, 5.89112], [1.81863, 4.37797, 6.38504], [0.76594, 5.22086, 7.57570], [0.13175, 4.07920, 6.26745], [3.49187, 3.15332, 4.68838], [4.65335, 3.94923, 4.51505], [4.27734, 5.57354, 4.60757], [2.92000, 5.96187, 4.34301], [5.19489, 3.85777, 3.57352], [5.43776, 3.73739, 5.24164], [4.93999, 6.10039, 3.92096], [4.64582, 5.82461, 5.60220], [-0.59786, 3.99729, 3.83173], [-1.51897, 4.98268, 3.35165], [-0.93702, 6.34010, 2.81362], [0.35168, 6.83901, 3.25810], [-2.07421, 5.05932, 4.28649], [-2.13169, 4.52931, 2.57246], [-1.62718, 7.18357, 2.79514], [-0.66022, 6.29298, 1.76040], [2.27084, -1.89921, 6.52079], [1.91246, -0.44874, 6.11607], [0.61739, -0.05730, 6.63945], [0.17718, 1.12040, 6.38657], [0.63011, 1.95145, 5.53284], [-1.15257, 1.36008, 7.06731], [-1.54838, 0.39299, 7.84484], [-0.85551, 2.37364, 7.79317], [-2.18151, 1.64845, 6.26867], [3.22799, -2.24141, 6.12726], [1.62246, -2.74973, 6.31030], [2.41332, -1.90720, 7.60141], [1.90431, -0.46848, 5.02627], [2.67761, 0.24916, 6.45604], [-1.45675, -0.58110, 1.33796], [-0.64175, 0.65301, 1.86364], [0.74793, 0.30865, 1.89001], [1.65419, 1.22165, 2.33901], [1.43066, 2.24675, 3.00197], [3.09943, 0.88927, 2.10249], [3.36268, 0.01689, 1.05613], [3.81785, 1.97762, 1.88186], [3.56578, 0.30603, 3.21996], [-1.11450, -0.81047, 0.32883], [-2.50003, -0.27026, 1.28274], [-1.45381, -1.36453, 2.09580], [-0.99717, 0.78539, 2.88552], [-0.79190, 1.42037, 1.10421]], "mulliken_charge": [0.492, -0.028, 0.943, -0.619, -0.641, -0.372, 1.223, -0.582, -0.665, -0.299, 0.637, 0.038, 0.229, -0.253, -0.256, -0.572, -0.564, -0.635, -0.638, 0.262, 0.297, 0.264, 0.347, -0.195, -0.638, -0.734, -0.715, 0.287, 0.201, 0.350, 0.118, -1.491, 0.272, -0.291, 0.324, -0.693, 0.969, -0.287, -0.222, -0.243, 0.403, 0.347, 0.358, -0.057, 0.335, -1.489, 0.191, -0.317, 0.219, 0.955, 0.610, -0.322, -0.156, -0.243, 0.376, 0.409, 0.354, 0.103, 0.303], "gap_ha": 0.11671, "charge": -2, "relative_energy_ev": 0.273}

=====

| no. | E_tot (eV) |
| --- | --- |
| 1 | -14109.0143 |
| 2 | -52770.7361 |
| 3 | -13547.0896 |
| 4 | -84222.3616 |